ORCA calculation (ωB97M-V with the def2-TZVPD basis set) on C42H54Br2F4N4OPTi as an isolated structure.

Output
Total charge: +3
Energy above the lowest of the compared OMol25 structures with the same formula, charge and spin: 1.8 kcal per mole
E_HOMO: -16.345 eV
Kohn-Sham gap: 6.27 eV
LUMO energy: -10.1 eV

```
109
C42H54Br2F4N4OPTi, DFT ωB97M-V with the def2-TZVPD basis set
Ti -0.92651 0.12273 0.68051
C -3.63950 1.64901 -0.87257
C -3.14236 2.50281 0.27482
N -1.88382 2.01919 0.97381
C -2.03187 2.23536 2.44605
C -2.78652 1.05826 3.00113
N -2.06385 -0.18608 2.63041
C -2.87834 -1.34909 3.10225
C -2.25315 -2.72592 2.84986
C -0.85217 -2.71794 2.27504
N -0.71276 -2.02978 0.95186
C -1.54088 -2.68854 -0.10290
C -2.88099 -2.00608 -0.22401
N -2.63861 -0.56618 -0.47780
C -3.90711 0.21270 -0.47843
H -2.94362 1.67586 -1.71319
H -4.56308 2.10007 -1.23824
H -3.91618 2.54988 1.04106
H -2.95256 3.52331 -0.05555
H -1.12342 2.63305 0.65924
H -2.55609 3.17320 2.63870
H -1.03572 2.32304 2.88652
H -3.78632 1.00282 2.56617
H -2.91152 1.12957 4.08468
H -1.23463 -0.19592 3.24092
H -3.85987 -1.26728 2.63355
H -3.03802 -1.20589 4.17354
H -2.91215 -3.33927 2.23552
H -2.18060 -3.25575 3.80057
H -0.52482 -3.75058 2.13061
H -0.15338 -2.25008 2.96204
H 0.25754 -2.18337 0.66754
H -1.65630 -3.75104 0.12241
H -0.99074 -2.60477 -1.03890
H -3.47198 -2.08981 0.68287
H -3.46570 -2.43731 -1.04047
H -2.27121 -0.49991 -1.43174
H -4.34674 0.13384 0.51900
H -4.59785 -0.26554 -1.17685
C -1.18107 -0.79160 -7.01336
C -0.47717 0.49089 -6.54768
C -1.30987 1.69898 -6.97715
C 0.91395 0.57973 -7.19588
C -0.28921 0.45020 -5.03610
C -0.55993 1.54470 -4.21959
C -0.39546 1.43791 -2.85642
Br -0.64419 3.03916 -1.88636
C 0.03874 0.24893 -2.24729
O -0.12135 0.17212 -0.85265
C 0.51178 -0.81374 -3.05726
C 0.26496 -0.66487 -4.42424
C 1.38652 -2.05075 -2.72851
C 2.66002 -1.94931 -3.59915
C 1.90593 -2.14075 -1.28123
C 0.65344 -3.33631 -3.15113
H -1.38951 -0.72187 -8.08012
H -2.13157 -0.93792 -6.49758
H -0.56654 -1.67956 -6.86664
H -1.49621 1.64440 -8.04867
H -0.79346 2.64215 -6.79350
H -2.28033 1.72603 -6.47721
H 0.81101 0.59205 -8.28050
H 1.53630 -0.27591 -6.92990
H 1.43343 1.49043 -6.89589
H -0.88959 2.48363 -4.63741
H 0.57607 -1.47434 -5.06618
H 3.16850 -0.99859 -3.43632
H 2.45389 -2.05166 -4.66183
H 3.34216 -2.75247 -3.31946
H 2.94335 -1.81959 -1.22128
H 1.87465 -3.17192 -0.92075
H 1.38412 -1.48731 -0.59610
H 0.50979 -3.37306 -4.22904
H -0.33445 -3.45047 -2.70580
H 1.25129 -4.20619 -2.87862
F 2.66566 6.04785 5.06385
C 2.36312 4.89919 4.51225
C 2.74791 3.71206 5.11058
F 3.42730 3.72828 6.23726
C 2.42983 2.49964 4.51101
F 2.91021 1.41356 5.11341
C 1.70319 2.42362 3.32139
P 1.31648 0.80792 2.54343
C 1.02209 -0.27024 3.97788
C 1.69157 -1.47645 4.17397
C 1.39916 -2.26675 5.27805
C 0.43186 -1.86714 6.18991
C -0.24540 -0.66865 6.00200
C 0.05207 0.12833 4.90567
C 2.86808 0.36195 1.73899
C 3.99323 -0.04491 2.46567
C 5.21314 -0.18172 1.82762
C 5.33400 0.11804 0.47442
C 4.23115 0.55560 -0.24261
C 2.99880 0.67197 0.38499
C 1.37638 3.64187 2.71914
Br 0.64822 3.70763 0.98353
C 1.68588 4.85643 3.29761
F 1.37333 5.99475 2.70609
H 2.44540 -1.80682 3.47077
H 1.93852 -3.19115 5.43239
H 0.21944 -2.47823 7.05630
H -0.97743 -0.33885 6.72685
H -0.43604 1.09483 4.81252
H 3.93049 -0.22830 3.53045
H 6.07806 -0.50242 2.39161
H 6.29515 0.02502 -0.01219
H 4.33133 0.81712 -1.28772
H 2.15118 1.04430 -0.18029
```

Löwdin atomic charge list, values in e, 5 entries: 1.100 -0.157 -0.169 -0.188 -0.186